# 1
# C24H66N2O16

A 8-piece molecular cluster, C24H66N2O16 overall in a non-equilibrium geometry (ωB97M-V/def2-TZVPD, the Open Molecules 2025 dataset).

Each line ends with the Mulliken charge.
Element x y z (Å)
C (-4.8037, -8.5911, -1.9096)  -0.847
H (2.6104, 10.8788, -3.3765)  0.311
O (-3.4757, -4.8244, 0.4083)  -0.320
H (-8.3231, 7.0908, -1.7905)  0.268
O (2.7775, 8.9963, -5.5276)  -0.500
H (1.4607, 1.9923, -1.0773)  0.254
O (-5.8168, -9.7276, 0.1176)  -0.327
H (3.2972, -4.8012, -5.9667)  0.311
H (-2.3598, 2.0739, 8.5789)  0.337
H (-1.1911, 4.0312, 5.0498)  0.295
H (-7.4206, 5.6879, -4.3077)  0.296
C (-1.7533, 1.9128, 11.1057)  -0.416
O (3.6276, 11.8559, -4.9504)  -0.511
H (-3.2290, 3.4134, 9.0532)  0.253
H (2.3544, 8.3343, -6.0793)  0.311
H (1.1767, 1.6415, 9.9464)  0.284
C (-5.7614, -11.0841, 0.5662)  -0.835
H (8.0657, 4.4897, -6.0868)  0.360
H (-4.1912, -8.9221, -2.7482)  0.431
O (1.2418, -6.0984, -4.4504)  -0.492
H (1.6734, 10.5437, -6.4114)  0.399
H (1.7680, -5.5563, -3.8581)  0.313
O (-9.6291, 6.0831, -2.9668)  -0.531
H (-4.3989, -3.7587, 1.9951)  0.310
O (0.0047, 3.0782, -3.1173)  -0.500
H (8.5435, -4.0703, 1.5147)  0.330
H (0.2655, 0.1302, 9.6568)  0.244
H (-2.8124, 4.1836, 4.6838)  0.267
C (-8.4824, 6.8639, -2.8447)  -0.352
C (-1.5881, 3.9216, 7.7699)  -0.370
C (-2.1946, 3.0928, 8.9294)  -0.593
H (-4.2958, -4.6378, -1.4242)  0.488
H (0.1496, 2.6598, 12.3071)  0.323
H (7.9757, 2.4529, -4.7804)  0.229
H (-1.8033, 0.9312, 10.6344)  0.307
O (5.8027, -4.1329, -0.4916)  -0.459
H (-5.5139, 5.7096, -2.8330)  0.323
H (6.2844, -3.7797, 1.5139)  0.247
C (0.9566, 0.6435, 10.3254)  -0.614
C (0.1248, 1.6973, -2.8405)  -0.209
H (2.3011, -5.1209, -7.4362)  0.255
C (2.5234, 11.1702, -4.4232)  -0.309
H (-6.3265, -11.1206, 1.4975)  0.255
C (8.9827, 3.9712, -5.8065)  -0.499
H (8.7947, 1.8093, -6.1170)  0.289
H (-3.9207, -8.8811, 0.0167)  0.299
H (-0.8828, 1.4805, 12.9350)  0.286
C (6.6492, -3.6338, 0.4972)  -0.398
O (-6.3923, 5.4840, -2.5183)  -0.506
H (-2.0924, 5.4306, 5.7063)  0.301
C (2.5366, -5.4369, -6.4199)  -0.279
H (-8.7259, 7.7608, -3.4142)  0.285
H (-0.7491, 1.2903, -2.3318)  0.301
O (0.4450, 0.7015, 11.6620)  -0.376
N (-1.3571, 3.0257, 10.1339)  -0.377
H (-4.1477, -10.3415, -0.9566)  0.458
H (8.6660, -3.6698, -0.1489)  0.249
H (-3.5803, -6.8297, -1.9129)  0.291
C (-0.4496, 1.8065, 11.9894)  -0.614
H (-9.5896, 5.3526, -2.3452)  0.302
H (6.6606, -2.5605, 0.3078)  0.277
H (-4.8748, -6.8429, 0.2795)  0.169
C (-3.9007, -4.7080, 1.7985)  -0.773
H (1.1096, 9.7668, -4.9600)  0.330
H (-4.8395, -11.6456, 0.7174)  0.365
C (2.0061, 10.1396, -5.4553)  -0.612
H (-3.0075, -4.8032, 2.4160)  0.292
H (2.4421, -7.3830, -6.5908)  0.295
H (-0.5260, 3.6833, 7.7114)  0.291
H (9.2458, 4.6313, -4.9800)  0.287
C (-7.2330, 6.2321, -3.3821)  -0.398
H (3.8382, 11.5180, -5.8239)  0.338
H (-0.3840, 2.8181, 9.9604)  0.200
H (1.6892, 11.8677, -4.3477)  0.244
O (3.1436, -6.7284, -6.5570)  -0.491
H (1.8819, 0.0701, 10.2689)  0.274
H (-5.4573, -4.3958, -0.1925)  0.332
H (-6.5638, 7.0080, -3.7538)  0.312
O (10.0732, 2.1960, -4.4960)  -0.506
H (-6.3501, -6.4339, -0.7611)  0.272
H (6.0581, -5.0562, -0.5542)  0.328
H (-5.8531, -8.7041, -2.1820)  0.309
C (8.9344, 2.5119, -5.2956)  -0.278
H (0.4020, -5.7757, -6.3337)  0.360
H (0.9131, -4.3274, -5.5075)  0.286
H (2.7806, 0.6320, -2.9323)  0.301
O (-2.3423, 3.5074, 6.6355)  -0.306
C (-4.6122, -9.4071, -0.6415)  -0.414
H (0.8958, 3.2884, -3.4061)  0.310
H (-1.6601, 5.0023, 7.8920)  0.323
C (-5.2651, -6.4451, -0.6572)  -0.005
H (-6.2411, -11.6673, -0.2199)  0.321
C (1.2905, 1.3752, -1.9595)  -0.537
H (7.9445, -6.1051, 0.7711)  0.304
O (8.2016, -5.5397, 0.0391)  -0.526
H (-4.5107, -5.4940, 2.2438)  0.316
O (10.0186, 4.1885, -6.7195)  -0.516
C (-4.5995, -5.0176, -0.4487)  -0.927
H (10.8925, 4.2012, -6.3224)  0.315
N (-4.5589, -7.0608, -1.8176)  -0.460
H (-2.6204, 2.1617, 11.7175)  0.419
C (-2.1233, 4.3588, 5.5100)  -0.738
C (8.0688, -4.2542, 0.5509)  -0.353
C (1.1732, -5.3722, -5.6775)  -0.560
H (1.1933, 0.3740, -1.5395)  0.358
O (2.5813, 1.5253, -2.6427)  -0.509
H (0.1437, 1.1695, -3.7939)  0.230
H (10.1403, 2.8464, -3.7931)  0.319

Calculated values
Energy ... -2266.96590 Eh
Multiplicity ... 1
Highest occupied orbital energy ... -8.7 eV
Gap between HOMO and LUMO ... 8.790 eV
Relative energy (zero: lowest compared OMol25 entry of this formula, charge and spin) ... 619.0 kJ/mol
LUMO level ... 0.1 eV
Net charge ... 0

---

# 2
# C24H67N6O7

A 7-piece molecular cluster, C24H67N6O7 overall in a non-equilibrium geometry (ωB97M-V/def2-TZVPD, the Open Molecules 2025 dataset).

Each line ends with the Mulliken charge.
Element x y z (Å)
H (29.4240, 22.9620, 16.7300)  0.374
O (26.7780, 21.4410, 15.3690)  3.974
C (28.6170, 25.3980, 12.3150)  -1.293
C (24.6190, 19.5850, 17.1610)  1.121
H (29.2700, 19.5450, 13.7480)  0.595
H (29.9580, 22.9600, 13.0030)  0.322
C (28.8190, 22.1880, 10.2090)  -0.332
H (23.2700, 20.3850, 13.9120)  0.762
H (23.9330, 18.5470, 18.9400)  0.402
N (24.3590, 20.9090, 16.5980)  -0.474
H (23.7180, 18.4460, 15.4810)  0.458
O (30.1930, 19.8650, 19.1900)  -0.411
C (26.6960, 23.8060, 18.5030)  1.443
H (28.5450, 21.8470, 12.7960)  -0.101
H (23.7000, 20.2450, 19.0080)  0.354
C (29.6850, 21.0180, 18.5590)  0.214
H (26.2500, 22.6930, 16.6540)  -0.518
N (26.1740, 23.6010, 17.2100)  -0.426
H (25.9460, 21.9190, 19.0610)  -0.086
H (26.5430, 24.0660, 14.1670)  0.555
H (27.9070, 26.2720, 12.7610)  0.288
H (29.3630, 18.1580, 18.3910)  0.121
H (25.6320, 18.5890, 15.5210)  -0.852
H (23.7030, 22.5460, 11.0620)  0.488
C (24.6150, 16.2840, 15.4370)  -0.848
H (32.4740, 21.4900, 16.3990)  0.258
C (26.1640, 22.8150, 19.4980)  -0.315
H (24.9530, 20.9980, 15.8440)  -0.804
H (25.3620, 22.5930, 11.7600)  -0.093
H (29.2820, 15.5830, 11.9370)  0.462
C (26.6920, 25.1920, 18.9050)  -1.915
O (27.0110, 22.5080, 20.5320)  -0.363
H (27.6010, 22.8220, 14.4530)  -0.884
C (28.0020, 24.0150, 12.6440)  1.072
H (27.0320, 20.5750, 15.4220)  -1.745
H (29.4790, 25.4820, 13.1330)  0.290
H (29.4540, 22.1160, 9.3300)  0.313
C (28.7720, 17.6240, 12.5970)  -1.464
C (30.1360, 15.9930, 11.7640)  -0.935
O (23.0410, 20.3160, 11.9990)  -0.491
H (29.4440, 17.7010, 15.3420)  0.667
H (27.3540, 25.9560, 18.2680)  0.344
C (29.0620, 22.8840, 12.4910)  -0.219
H (26.3560, 18.7860, 13.5730)  0.127
O (24.7500, 17.2260, 16.5520)  -0.500
H (23.6920, 16.3830, 14.9390)  0.358
H (22.3630, 18.7710, 11.2390)  0.474
H (22.7210, 22.4410, 13.3320)  0.371
C (23.6860, 19.3410, 18.3300)  -1.868
H (28.5060, 19.0000, 15.6790)  0.167
C (23.9020, 20.7470, 13.1780)  -0.259
N (29.5730, 22.1010, 16.3650)  -0.543
H (29.1610, 25.3310, 11.3180)  0.293
H (27.8800, 22.7450, 10.0700)  0.232
H (27.9860, 17.3370, 15.0710)  0.585
C (23.8560, 22.2850, 13.1640)  0.151
H (25.5260, 21.8350, 21.8190)  0.258
O (29.8900, 16.9690, 12.7020)  -0.358
C (24.6780, 18.5300, 16.0690)  0.529
H (28.7090, 21.7030, 15.9130)  -0.384
C (31.8110, 21.6700, 17.3600)  -1.570
H (27.2110, 25.4220, 19.8420)  0.412
H (24.9330, 20.5120, 13.0520)  -0.040
H (25.4180, 16.2480, 14.8770)  0.261
H (28.2160, 19.0870, 19.3150)  0.157
N (27.4800, 23.8160, 14.0520)  -0.489
H (26.6780, 20.5900, 20.9690)  0.155
H (24.4180, 21.6090, 17.0790)  0.469
H (24.3350, 22.2400, 15.0330)  0.644
H (29.5650, 17.9110, 19.8970)  0.289
H (25.5720, 22.5000, 14.4110)  -0.615
H (24.1070, 18.7250, 11.4200)  0.292
H (27.1380, 21.5480, 22.4630)  0.247
H (28.6750, 21.0010, 10.5140)  -0.023
C (24.2430, 22.9000, 11.8850)  -1.256
H (25.6710, 19.6350, 17.4170)  -0.168
H (23.0110, 18.3360, 12.7610)  0.114
H (24.0870, 23.9500, 11.6440)  0.373
H (28.5670, 18.0850, 11.7120)  0.708
H (32.2160, 20.8490, 18.0150)  0.367
H (27.1700, 23.7090, 11.9880)  -0.315
H (28.6140, 20.9420, 18.3920)  -0.101
H (29.8990, 21.8040, 19.4040)  0.029
C (28.5980, 18.7750, 13.6770)  0.411
H (26.5380, 24.2520, 16.5940)  0.380
C (23.1560, 18.9520, 11.8090)  -0.790
H (28.0100, 16.9780, 12.6730)  0.618
C (29.3050, 18.7550, 19.2060)  -0.432
N (24.6260, 22.7450, 14.2310)  -0.362
H (27.6790, 23.7740, 18.5560)  -0.255
H (30.1940, 16.1920, 10.6910)  0.303
H (30.9540, 15.2190, 12.0830)  0.235
C (26.6420, 21.5780, 21.4660)  -0.597
H (22.8380, 18.9600, 17.7510)  0.396
C (30.3480, 21.1640, 17.2400)  0.918
N (27.2330, 19.2770, 13.3930)  -0.173
H (30.1320, 20.2760, 16.6410)  -0.217
H (31.9740, 22.6140, 17.6990)  0.417
O (29.6210, 22.8440, 11.1720)  -0.525
H (25.1490, 23.0540, 19.8260)  0.497
H (24.5960, 15.2090, 15.6410)  0.350
H (25.6810, 25.7490, 18.8110)  0.308
C (28.6030, 18.1570, 15.1920)  -1.991
H (27.0780, 20.2080, 13.5060)  -0.371

Calculated values
Energy ... -1809.29756 Eh
Multiplicity ... 1
Highest occupied orbital energy ... -5.2 eV
Gap between HOMO and LUMO ... 7.648 eV
Relative energy (zero: lowest compared OMol25 entry of this formula, charge and spin) ... 872.1 kJ/mol
LUMO level ... 2.4 eV
Net charge ... -1

---

# 3
# C24H67N6O7Ti2

C24H67N6O7Ti2 as an isolated structure in a non-equilibrium geometry (ωB97M-V/def2-TZVPD, the Open Molecules 2025 dataset).

Each line ends with the Mulliken charge.
Element x y z (Å)
H (-8.1645, -3.3935, 5.5102)  0.392
C (5.4240, 1.6467, 7.2783)  -0.692
H (-4.8774, 2.8725, -1.2483)  0.373
H (2.6803, -2.7231, -8.6116)  0.321
C (4.1142, 7.0540, -1.1098)  -0.744
O (2.5423, -2.5743, -6.4846)  -0.299
H (-6.7322, -0.6672, 5.2223)  0.362
O (3.7385, 7.2918, -2.4618)  -0.307
C (3.0761, 6.2497, -0.3387)  0.455
C (3.7712, -1.8702, -6.4472)  -0.796
O (-5.1543, -0.9538, 3.9353)  -0.269
H (1.2511, -3.4111, -7.8423)  0.242
C (3.0223, -1.2847, 5.0353)  -1.416
H (5.1506, 1.9080, 8.3006)  0.252
C (0.5938, -7.5817, -0.0445)  0.468
H (-0.6855, -6.3670, -0.9171)  0.242
C (3.6467, 0.0262, 4.4145)  0.398
H (-5.6850, -2.1624, 5.5506)  0.346
H (5.4256, 1.2381, 4.7596)  0.325
C (1.8352, -7.2495, 0.6271)  -1.554
N (0.3160, -6.4154, -0.7955)  -0.693
H (-2.8332, 3.4772, -3.7427)  0.281
H (3.5778, -3.0941, -4.1539)  0.232
H (-4.9982, 3.8325, -5.3908)  0.326
H (2.1020, -1.6558, 4.5842)  0.398
H (6.2531, 0.9413, 7.3338)  0.291
H (2.1085, -8.1577, 1.1643)  0.382
C (-7.2178, -2.2474, 3.9775)  0.290
H (-3.6331, -0.4124, 5.3304)  0.325
H (4.8385, 9.0294, -2.6075)  0.313
C (-6.3184, 6.2668, -5.0799)  -0.708
H (-7.4279, -1.5334, 3.1811)  0.277
Ti (-3.3370, -3.2339, 0.8351)  0.836
O (-0.7739, -6.8633, 1.8613)  -0.247
H (-4.6720, 0.9004, 4.8807)  0.320
H (-0.6871, -7.7920, 3.7656)  0.340
H (-7.1947, -3.7435, 2.6958)  0.263
H (-5.7915, 4.2307, -1.7859)  0.342
H (-5.4589, 6.9365, -5.0536)  0.309
H (6.2190, -0.7315, -5.1767)  0.323
N (-6.5905, -3.4073, 3.4320)  -0.553
H (3.4672, 6.9138, 1.8213)  0.375
H (2.8436, 0.7546, 4.5269)  0.213
H (-3.6678, 0.5008, 3.7480)  0.318
H (0.5202, -5.5810, -0.2643)  0.337
C (-4.8529, 3.7028, -1.9541)  -1.288
C (-4.7752, 3.2425, -3.4763)  0.332
H (2.1977, 4.4171, -0.7428)  0.246
H (-6.5668, -4.1668, 4.0974)  0.256
N (-3.4602, 2.6876, -3.6835)  -0.702
H (5.0657, 0.4359, -5.5835)  0.368
C (-4.9477, 4.3850, -4.4526)  -0.633
H (3.8925, -1.0399, -7.1429)  0.400
H (4.5602, -2.5657, -6.7333)  0.344
H (-5.5289, 2.4800, -3.6733)  0.244
H (5.7194, -0.3170, 5.4634)  0.395
C (-0.5562, -7.9552, 0.9429)  -0.808
C (4.9307, 0.4087, 5.2647)  -0.571
H (2.6452, -1.2537, 6.0576)  0.332
H (1.7894, -6.5038, 1.4207)  0.348
H (5.5517, 7.7727, -3.3849)  0.310
C (5.2441, -0.3603, -4.8607)  -1.336
H (-1.4588, -8.1137, 0.3528)  0.306
H (-1.6847, -6.3404, 3.6596)  0.236
H (2.0659, 6.6204, -0.5124)  0.312
H (4.4696, 5.6511, 1.2836)  0.342
N (4.3335, -2.4260, -4.1017)  -0.741
C (1.9660, -2.5894, -7.7991)  -0.774
H (2.7734, 5.3617, 1.7459)  0.340
H (4.1435, 7.9919, -0.5552)  0.376
H (4.0254, 8.4451, -4.0897)  0.246
H (4.2510, -2.1171, -3.1436)  0.251
N (3.9382, -0.2190, 3.0060)  -0.747
H (-2.1462, -7.9125, 3.0252)  0.359
H (5.1328, 6.6672, -1.1378)  0.369
H (5.2823, 0.0360, -3.8460)  0.356
C (3.4475, 6.0199, 1.1978)  -1.388
H (-3.9637, 4.2931, -1.7326)  0.309
N (3.0494, 4.9266, -0.9307)  -0.781
O (-6.0826, 5.1991, -4.2148)  -0.283
H (-4.0395, 4.9832, -4.3785)  0.306
C (-1.3215, -7.2040, 3.1024)  -0.880
Ti (-0.9555, -2.5178, -4.1112)  0.947
H (3.1261, -0.8149, -4.6894)  0.180
H (3.0469, -0.5221, 2.6402)  0.267
O (-0.4036, -1.0582, -0.3033)  -0.989
H (-3.0941, 2.1689, -2.8980)  0.278
H (-6.4219, 5.9601, -6.1207)  0.288
H (4.0249, 0.6567, 2.5103)  0.273
H (1.4650, -1.6315, -7.9384)  0.324
H (2.6583, -7.0654, -0.0634)  0.388
H (0.7204, -8.4766, -0.6538)  0.294
C (4.0494, -1.3055, -4.9974)  0.614
H (5.6933, 2.5539, 6.7374)  0.273
H (-9.2111, -3.2175, 4.1139)  0.368
O (4.4228, 0.9187, 6.4846)  -0.323
H (2.7832, 5.2934, -1.8333)  0.294
C (-8.4640, -2.7050, 4.7200)  -1.444
H (-0.4944, -0.3894, 0.4032)  0.168
C (-4.2396, -0.0289, 4.5099)  -0.864
H (3.8019, -2.0439, 4.9721)  0.335
H (-7.2165, 6.7587, -4.7063)  0.230
C (-6.1413, -1.4915, 4.8228)  -0.736
H (-0.3911, -8.8296, 1.5723)  0.484
H (-9.0157, -1.9685, 5.3042)  0.372
C (4.5491, 8.1487, -3.1809)  -0.759

Calculated values
Energy ... -3507.90653 Eh
Multiplicity ... 7
Highest occupied orbital energy (spin up / spin down) ... -9.6 / -9.6 eV
<S²> ... 12.00
Gap between HOMO and LUMO (spin up / spin down) ... 5.081 / 5.175 eV
Relative energy (zero: lowest compared OMol25 entry of this formula, charge and spin) ... 789.5 kJ/mol
LUMO level (spin up / spin down) ... -4.5 / -4.4 eV
Net charge ... +1